ORCA calculation (wB97M-V/def2-TZVPD) on a gas-phase ion, C4H5N2O3P (charge -2) in a non-equilibrium geometry.

Structure (ORCA input):
```
! RIJCOSX wB97M-V def2-TZVPD def2/J DEFGRID3
* xyz -2 1
C 2.065 0.232 -0.190
C 1.434 0.000 -1.398
C 0.039 -0.266 0.258
C -1.221 -0.614 0.908
N 1.168 0.106 0.813
N 0.219 -0.418 -1.086
O -0.624 -0.819 -3.656
O -1.962 -1.911 -1.650
O -2.130 0.548 -2.040
P -1.349 -0.713 -2.281
H 3.096 0.407 -0.038
H 1.753 0.005 -2.437
H -0.983 -1.286 1.801
H -1.583 0.363 1.271
H -1.844 -1.117 0.112
*
```

Its total energy is -832.11634 Ha. For the highest occupied orbital energy, the calculation gives -0.16 eV. The frontier orbital gap is 7.022 eV. Its SMILES is Cc1nccn1P(=O)([O-])[O-].

---

ORCA calculation (wB97M-V/def2-TZVPD) on a gas-phase ion, C4H5N2OS (charge +1) in a non-equilibrium geometry.

Structure (ORCA input):
```
! RIJCOSX wB97M-V def2-TZVPD def2/J DEFGRID3
* xyz 1 3
C 0.791 1.086 0.024
C -0.106 -0.205 0.065
C -1.429 -0.152 0.733
C 2.291 -0.562 -0.002
N 2.076 0.685 0.040
N -1.352 -0.078 -0.719
O 0.287 2.160 -0.053
S 0.925 -1.650 -0.043
H -1.850 -1.057 1.156
H -1.712 0.763 1.246
H 3.287 -0.971 -0.012
H -1.686 -0.860 -1.284
H -1.522 0.840 -1.151
*
```

Its total energy is -737.91416 Ha. The expectation value of S² is 2.017. For the highest occupied orbital energy (spin up / spin down), the calculation gives -11.04 / -14.72 eV. The frontier orbital gap (spin up / spin down) is 7.204 / 6.140 eV.

---

ORCA calculation (wB97M-V/def2-TZVPD) on a single C4H5N3 molecule.

Structure (ORCA input):
```
! RIJCOSX wB97M-V def2-TZVPD def2/J DEFGRID3
* xyz 0 1
N 0.301 -0.112 2.244
C -0.018 0.555 1.163
C -0.102 -0.381 -0.037
N -1.376 -0.165 -0.708
C -1.067 0.444 -1.791
N 0.310 0.674 -2.051
C 0.894 0.174 -1.025
H 0.392 -1.127 2.308
H 0.442 0.380 3.118
H 0.050 -1.454 0.184
H -1.800 0.800 -2.507
H 1.973 0.211 -0.899
*
```

Its total energy is -319.59173 Ha. For the highest occupied orbital energy, the calculation gives -8.85 eV. The frontier orbital gap is 9.429 eV.

---

ORCA calculation (wB97M-V/def2-TZVPD) on a single C4H5N3 molecule in a non-equilibrium geometry.

Structure (ORCA input):
```
! RIJCOSX wB97M-V def2-TZVPD def2/J DEFGRID3
* xyz 0 1
C 0.139 -0.724 -0.656
C -0.046 -0.370 1.552
C -0.298 0.870 0.983
C -0.158 0.738 -0.434
H 0.181 -0.801 -2.629
H 0.605 -2.239 0.785
H 0.019 -0.594 2.594
H -0.596 1.799 1.566
H -0.388 2.496 -1.234
N 0.352 -1.401 -1.727
N 0.312 -1.287 0.629
N -0.123 1.514 -1.429
*
```

Its total energy is -319.65363 Ha. For the highest occupied orbital energy, the calculation gives -8.37 eV. The frontier orbital gap is 8.335 eV. Its SMILES is [H]/N=C1\C=CN\C1=N\[H].

---

ORCA calculation (wB97M-V/def2-TZVPD) on a single C4H5N3 molecule in a non-equilibrium geometry.

Structure (ORCA input):
```
! RIJCOSX wB97M-V def2-TZVPD def2/J DEFGRID3
* xyz 0 1
N -2.628 -0.741 -0.599
C -1.727 -0.043 -0.399
C -0.815 1.049 -0.064
C 0.605 1.023 0.389
N 1.380 0.113 0.803
C 1.232 -1.164 0.243
N 0.478 -1.373 -0.751
H -1.018 1.896 -0.734
H 0.901 2.057 0.572
H -0.986 1.347 1.012
H 1.962 -1.865 0.648
H 0.601 -2.301 -1.139
*
```

Its total energy is -319.60511 Ha. For the highest occupied orbital energy, the calculation gives -10.09 eV. The frontier orbital gap is 10.192 eV. Its SMILES is [H]/N=C/N=C\CC#N.

---

ORCA calculation (wB97M-V/def2-TZVPD) on a single C4H5N3 molecule in a non-equilibrium geometry.

Structure (ORCA input):
```
! RIJCOSX wB97M-V def2-TZVPD def2/J DEFGRID3
* xyz 0 1
C 0.726 0.667 -0.031
C 1.414 -0.618 0.204
C -1.479 -0.482 0.378
C -0.562 0.221 -0.561
H -0.027 2.351 -0.539
H 0.556 1.008 1.044
H 2.452 -0.733 0.126
H -2.628 -0.399 0.393
H -0.429 -0.427 -1.374
N 0.181 1.523 -1.089
N 0.656 -1.647 0.587
N -0.859 -1.464 0.862
*
```

Its total energy is -319.47092 Ha. For the highest occupied orbital energy, the calculation gives -9.92 eV. The frontier orbital gap is 10.324 eV. Its SMILES is C1=NN=C[C@H]2N[C@H]12.

---

ORCA calculation (wB97M-V/def2-TZVPD) on 2 unconnected molecules or ions with the total composition C4H5N3O in a non-equilibrium geometry.

Structure (ORCA input):
```
! RIJCOSX wB97M-V def2-TZVPD def2/J DEFGRID3
* xyz 0 1
C -2.081 0.009 -0.183
C -0.850 -0.088 0.397
C 1.390 1.262 -0.075
C 0.883 -1.585 0.239
H -2.471 -1.072 -0.673
H -2.831 0.853 0.307
H -0.540 2.014 -0.199
H 1.522 2.313 -0.586
H 0.919 -2.736 0.001
N 0.019 1.040 0.750
N 2.333 0.376 -0.263
N 2.053 -1.094 0.372
O -0.346 -1.291 -0.087
*
```

Its total energy is -394.62273 Ha. For the highest occupied orbital energy, the calculation gives -9.27 eV. The frontier orbital gap is 8.623 eV.

---

ORCA calculation (wB97M-V/def2-TZVPD) on a single C4H5N3O molecule in a non-equilibrium geometry.

Structure (ORCA input):
```
! RIJCOSX wB97M-V def2-TZVPD def2/J DEFGRID3
* xyz 0 1
C 0.205 -0.002 -0.748
C 1.272 0.668 0.963
C -0.657 -0.274 0.424
C -1.915 -0.796 0.397
H 1.605 0.684 -2.351
H 1.971 1.122 1.642
H 0.082 -0.167 2.393
H -2.467 -0.953 1.328
H -2.347 -1.126 -0.500
N -0.139 -0.119 -1.966
N 1.358 0.571 -0.283
N 0.141 0.201 1.504
O 0.892 0.192 -2.804
*
```

Its total energy is -394.84515 Ha. For the highest occupied orbital energy, the calculation gives -8.23 eV. The frontier orbital gap is 8.311 eV. Its SMILES is C=C1NC=N/C1=N\O.

---

ORCA calculation (wB97M-V/def2-TZVPD) on 3 unconnected molecules or ions with the total composition C4H5N3O in a non-equilibrium geometry.

Structure (ORCA input):
```
! RIJCOSX wB97M-V def2-TZVPD def2/J DEFGRID3
* xyz 0 1
C -0.472 0.411 -1.673
C -0.067 0.382 -0.180
C 1.160 -0.338 0.029
C 0.627 -0.680 2.151
H -1.896 0.642 -0.677
H -0.910 -0.996 -1.831
H 0.428 0.732 -2.454
H 1.742 -0.558 -0.766
H 1.042 -0.823 3.116
N 1.590 -0.745 1.182
N -0.704 -0.137 1.944
N -1.109 0.400 0.682
O -1.430 1.710 -1.523
*
```

Its total energy is -394.62226 Ha. For the highest occupied orbital energy, the calculation gives -9.96 eV. The frontier orbital gap is 8.767 eV.

---

ORCA calculation (wB97M-V/def2-TZVPD) on a single C4H5N3O molecule in a non-equilibrium geometry.

Structure (ORCA input):
```
! RIJCOSX wB97M-V def2-TZVPD def2/J DEFGRID3
* xyz 0 1
C -0.966 0.109 -0.126
C 0.097 -0.756 -0.101
C 1.342 -0.159 0.036
C 0.469 1.829 0.099
H -2.077 -1.210 0.854
H -2.940 -0.738 -0.512
H -0.054 -1.907 -0.143
H 2.223 -1.529 -0.457
H 0.614 2.901 0.112
N -2.201 -0.397 0.223
N 1.618 1.127 0.111
N -0.732 1.411 -0.170
O 2.608 -0.680 0.074
*
```

Its total energy is -394.87469 Ha. For the highest occupied orbital energy, the calculation gives -9.90 eV. The frontier orbital gap is 10.455 eV. Its SMILES is Nc1cc(O)ncn1.